{"formula": "C30H39AsN4NaO4SeSi", "method": "ωB97M-V/def2-TZVPD", "total_charge": -1, "orbital_gap_ev": 6.10, "de_lowest_kcal_mol": 7.1, "symbols": ["Na", "O", "C", "O", "C", "C", "C", "N", "C", "C", "C", "C", "C", "C", "C", "N", "C", "C", "C", "C", "C", "N", "H", "H", "H", "H", "H", "H", "H", "H", "H", "H", "O", "C", "C", "C", "C", "C", "C", "C", "C", "N", "H", "H", "H", "H", "H", "H", "H", "H", "H", "H", "H", "C", "Si", "C", "C", "Se", "H", "H", "H", "H", "H", "H", "H", "H", "H", "C", "As", "C", "C", "O", "H", "H", "H", "H", "H", "H", "H", "H", "H"], "positions_angstrom": [[0.551, 0.140, -0.193], [1.897, -1.031, 7.024], [1.842, 0.112, 6.539], [1.963, 1.238, 7.052], [1.467, 0.144, 5.018], [1.331, 1.349, 4.351], [1.037, 1.343, 2.990], [0.895, 0.215, 2.296], [1.025, -0.952, 2.932], [1.305, -1.026, 4.293], [0.888, -2.166, 2.080], [0.711, -3.442, 2.610], [0.647, -4.521, 1.743], [0.757, -4.305, 0.378], [0.906, -2.998, -0.065], [0.966, -1.961, 0.762], [0.895, 2.613, 2.232], [0.436, 3.770, 2.864], [0.356, 4.947, 2.142], [0.725, 4.940, 0.806], [1.147, 3.742, 0.255], [1.240, 2.606, 0.940], [1.487, 2.259, 4.914], [1.430, -1.961, 4.822], [0.619, -3.591, 3.676], [0.506, -5.521, 2.135], [0.719, -5.125, -0.326], [0.959, -2.762, -1.124], [0.141, 3.735, 3.903], [0.005, 5.855, 2.615], [0.670, 5.836, 0.202], [1.409, 3.677, -0.796], [-0.726, 2.149, -2.531], [-1.536, 2.647, -1.472], [-3.028, 2.452, -1.707], [-3.446, 0.975, -1.645], [-3.476, 0.415, -0.253], [-4.695, 0.192, 0.388], [-4.713, -0.370, 1.652], [-3.507, -0.706, 2.245], [-2.341, -0.443, 1.546], [-2.313, 0.115, 0.336], [-0.901, 1.201, -2.660], [-1.323, 3.716, -1.406], [-1.260, 2.184, -0.519], [-3.276, 2.848, -2.695], [-3.578, 3.035, -0.960], [-2.751, 0.371, -2.235], [-4.436, 0.862, -2.091], [-5.618, 0.438, -0.123], [-5.651, -0.554, 2.159], [-3.467, -1.153, 3.230], [-1.376, -0.675, 1.977], [-0.555, -4.305, -3.485], [-1.667, -2.807, -3.846], [-1.955, -2.745, -5.720], [-3.354, -3.173, -3.059], [-0.775, -0.912, -3.130], [-0.853, -5.181, -4.070], [-0.605, -4.568, -2.425], [0.483, -4.067, -3.726], [-2.376, -3.678, -6.111], [-1.016, -2.543, -6.240], [-2.645, -1.931, -5.955], [-3.842, -4.030, -3.536], [-4.008, -2.305, -3.161], [-3.249, -3.388, -1.992], [3.640, 2.489, -2.433], [3.640, 1.100, -1.073], [4.239, 1.841, 0.620], [5.108, -0.072, -1.575], [2.266, 0.249, -1.080], [4.344, 3.288, -2.208], [2.627, 2.879, -2.516], [3.902, 2.018, -3.379], [5.317, 1.703, 0.691], [3.735, 1.307, 1.422], [4.000, 2.899, 0.687], [6.029, 0.473, -1.775], [4.792, -0.615, -2.465], [5.266, -0.785, -0.767]]}